47
Properties=species:S:1:pos:R:3:lowdin_charge:R:1 method="wB97M-V/def2-TZVPD" spin_multiplicity=1 lumo_energy_ev=0.64 homo_ev=-7.40 smiles="CC(C)(C)/N=C/N1c2ccccc2C[C@@H]1c1c[nH]c2ccccc12"
N -1.924 -0.943 -0.361 0.0933
C 1.269 0.296 1.858 -0.1210
C 1.451 0.836 0.705 -0.1712
C -0.887 -0.151 -0.319 -0.1026
C 2.336 4.656 0.701 -0.0885
C 2.271 4.763 2.132 -0.0964
C 0.634 -3.995 -2.522 -0.0534
C 2.043 -3.967 -2.601 -0.1228
C 1.911 3.424 0.127 -0.0046
C 1.979 3.634 2.989 -0.0149
C -0.090 -2.827 -1.980 0.0280
C 2.742 -2.940 -2.016 -0.0584
C 1.710 2.274 0.985 -0.0872
C 1.785 2.361 2.359 -0.2269
C 0.666 -1.760 -1.496 -0.2029
C 2.068 -1.861 -1.508 -0.1512
N 1.548 1.105 2.850 0.0930
N 0.301 -0.732 -0.746 0.0221
C -3.198 -0.433 1.545 -0.0635
C -4.252 -1.815 -0.467 -0.0465
C -3.821 0.726 -0.713 -0.0352
C 2.629 -0.713 -0.761 -0.0886
C 1.493 0.124 -0.564 -0.2588
C -3.334 -0.588 0.032 -0.5779
H 0.984 -0.738 1.850 0.1547
H -1.093 0.835 -0.135 0.1104
H 2.467 5.487 0.045 0.0796
H 2.594 5.668 2.778 0.1163
H 0.133 -4.741 -3.117 0.0834
H 2.523 -4.908 -2.915 0.1029
H 1.893 3.308 -0.938 0.0880
H 1.881 3.698 4.116 0.1148
H -1.156 -2.771 -1.975 0.0715
H 3.827 -3.004 -2.084 0.1165
H 1.466 0.857 3.860 0.1877
H -4.269 -0.576 1.927 0.1038
H -2.566 -1.239 1.894 0.0664
H -2.683 0.550 1.682 0.0891
H -4.064 -2.733 0.133 0.0800
H -5.383 -1.586 -0.410 0.1016
H -4.017 -1.993 -1.456 0.0248
H -4.028 0.306 -1.717 0.0783
H -4.762 1.003 -0.289 0.0647
H -3.094 1.508 -0.864 0.0600
H 3.435 -0.276 -1.379 0.1506
H 3.071 -1.048 0.128 0.1198
H 1.514 0.917 -1.364 0.1710


16
Properties=species:S:1:pos:R:3:lowdin_charge:R:1 method="wB97M-V/def2-TZVPD" spin_multiplicity=1 lumo_energy_ev=0.55 homo_ev=-9.43
C 0.356 -1.062 0.835 -0.0835
C 1.562 0.202 -0.805 -0.2501
C -0.486 1.064 -0.028 -0.5504
H 0.242 -1.938 0.181 0.0924
H 1.271 -1.186 1.437 0.0986
H -0.545 -1.049 1.458 0.0883
H 1.455 1.083 -1.455 0.1219
H 2.534 -1.315 -0.175 0.0214
H 0.622 2.540 -0.106 0.0530
H -2.473 1.401 0.167 0.0707
H -2.939 -1.525 0.140 -0.1320
N 0.445 0.058 -0.024 -0.1319
N 2.638 -0.545 -0.860 0.0903
N -0.377 2.322 -0.144 0.1465
N -1.834 0.601 0.191 -0.3664
S -2.470 -0.651 -0.813 0.7313


99
Properties=species:S:1:pos:R:3:lowdin_charge:R:1 method="wB97M-V/def2-TZVPD" spin_multiplicity=1 lumo_energy_ev=-2.33 homo_ev=-9.89 total_charge=+1
Zn -0.461 -0.154 -0.159 0.3553
N 7.335 2.398 -1.660 0.0787
C 6.164 1.685 -1.414 -0.2914
C 5.332 1.311 -2.536 -0.0315
C 4.211 0.529 -2.357 -0.0767
C 4.033 -0.083 -1.125 -0.2831
C 4.715 0.365 0.031 -0.0623
C 5.831 1.187 -0.112 -0.0207
S 2.838 -1.407 -0.884 0.6169
O 3.599 -2.445 -0.232 -0.2958
O 2.240 -1.742 -2.172 -0.3407
N 1.657 -0.735 0.010 -0.1447
C 1.558 -0.980 1.340 -0.5215
N 2.623 -1.238 2.094 0.1339
C 2.344 -1.436 3.389 -0.0896
C 1.112 -1.233 3.999 -0.0582
C 0.075 -0.815 3.206 -0.0859
N 0.292 -0.757 1.838 0.0433
H 7.249 3.028 -2.477 0.1044
H 7.819 2.859 -0.863 0.1113
H 5.603 1.653 -3.506 0.0990
H 3.603 0.308 -3.253 0.1290
H 4.496 -0.102 1.009 0.1023
H 6.453 1.529 0.703 0.1033
H 3.192 -1.799 3.953 0.1174
H 1.040 -1.294 5.077 0.1070
H -0.985 -0.687 3.537 0.1205
C -2.970 2.639 -0.570 -0.3063
C -3.629 1.574 0.278 -0.3424
P -3.045 -0.126 -0.092 0.9402
C -3.792 -1.059 1.263 -0.3847
C -3.011 -1.824 2.134 -0.0971
C -3.551 -2.299 3.372 -0.0703
C -4.820 -1.896 3.750 -0.0889
C -5.580 -1.158 2.858 -0.0660
C -5.127 -0.820 1.561 -0.0988
C -4.088 -0.595 -1.497 -0.3761
C -3.887 -0.011 -2.769 -0.1069
C -4.798 -0.204 -3.798 -0.0846
C -5.956 -0.920 -3.554 -0.0775
C -6.144 -1.563 -2.334 -0.0713
C -5.159 -1.542 -1.365 -0.0813
C -1.732 3.306 0.034 -0.3407
P -0.131 2.405 -0.055 1.0476
C 0.917 3.301 1.180 -0.3633
C 0.899 4.714 1.207 -0.0940
C 1.752 5.436 2.040 -0.0699
C 2.616 4.770 2.937 -0.0560
C 2.659 3.384 2.847 -0.0760
C 1.764 2.632 2.081 -0.0730
C 0.613 2.997 -1.645 -0.3461
C -0.169 2.992 -2.829 -0.0889
C 0.359 3.544 -3.990 -0.0769
C 1.659 4.062 -4.033 -0.0794
C 2.440 4.033 -2.891 -0.0595
C 1.958 3.400 -1.703 -0.0650
H -3.759 3.451 -0.678 0.1398
H -2.811 2.304 -1.577 0.0547
H -4.731 1.620 0.170 0.0994
H -3.395 1.765 1.330 0.0938
H -1.997 -2.168 1.913 0.0683
H -2.939 -2.982 3.956 0.1037
H -5.313 -2.078 4.715 0.1165
H -6.595 -0.824 3.144 0.1175
H -5.811 -0.387 0.831 0.1098
H -2.970 0.532 -3.016 0.0961
H -4.642 0.251 -4.777 0.1125
H -6.692 -0.953 -4.378 0.1184
H -7.040 -2.101 -2.062 0.1082
H -5.131 -2.241 -0.526 0.1132
H -1.872 3.524 1.084 0.0857
H -1.525 4.261 -0.490 0.0923
H 0.168 5.237 0.506 0.1270
H 1.618 6.513 2.115 0.1076
H 3.244 5.349 3.632 0.1176
H 3.366 2.824 3.414 0.0964
H 1.679 1.563 2.126 0.0717
H -1.161 2.528 -2.858 0.0888
H -0.232 3.509 -4.916 0.1139
H 1.995 4.530 -4.931 0.1000
H 3.454 4.423 -2.959 0.1061
H 2.556 3.357 -0.805 0.0983
C 2.790 -5.291 -0.636 -0.0112
C 1.389 -4.920 -0.287 -0.2055
C 0.679 -5.585 0.685 0.0318
C -0.665 -5.217 0.898 -0.2829
N -1.240 -4.215 0.231 0.1103
C -0.549 -3.484 -0.625 -0.7282
S -1.225 -2.122 -1.477 0.6487
N 0.714 -3.870 -0.950 0.1306
C -1.588 -5.989 1.786 -0.0149
H 2.892 -6.395 -0.525 0.1060
H 3.487 -4.747 0.023 0.0883
H 2.972 -4.986 -1.676 0.1005
H 1.100 -6.426 1.279 0.1439
H 1.271 -3.187 -1.530 0.0939
H -1.884 -6.908 1.286 0.0952
H -2.453 -5.338 1.933 0.0768
H -1.168 -6.247 2.768 0.0922


121
Properties=species:S:1:pos:R:3:lowdin_charge:R:1 method="wB97M-V/def2-TZVPD" spin_multiplicity=1 lumo_energy_ev=2.10 homo_ev=-5.69 total_charge=-1
Y 0.486 -0.346 -0.462 1.4671
O 1.510 -1.422 7.018 -0.0393
C 1.679 -0.331 6.446 -0.6943
O 2.127 0.753 6.862 -0.0460
C 1.306 -0.333 4.946 -0.0805
C 1.192 0.852 4.243 0.0510
C 0.797 0.837 2.913 -0.1937
N 0.596 -0.305 2.238 0.1237
C 0.724 -1.456 2.913 -0.2178
C 1.040 -1.505 4.263 0.0524
C 0.454 -2.720 2.174 -0.2337
C 0.957 -3.933 2.634 -0.0011
C 0.646 -5.091 1.948 -0.0502
C -0.168 -5.007 0.831 -0.0517
C -0.589 -3.756 0.420 -0.1211
N -0.280 -2.629 1.063 0.0862
C 0.536 2.117 2.196 -0.2125
C 0.534 3.330 2.882 -0.0061
C 0.306 4.504 2.188 -0.0634
C 0.078 4.434 0.827 -0.0591
C 0.066 3.188 0.222 -0.1441
N 0.288 2.051 0.885 0.0685
H 1.425 1.759 4.782 0.1069
H 1.060 -2.430 4.822 0.1168
H 1.607 -3.962 3.496 0.1165
H 1.045 -6.042 2.277 0.1102
H -0.441 -5.885 0.260 0.1036
H -1.170 -3.643 -0.483 0.0891
H 0.684 3.353 3.950 0.1069
H 0.296 5.452 2.712 0.1066
H -0.107 5.316 0.228 0.1099
H -0.126 3.095 -0.835 0.0773
N 2.679 -0.026 -2.476 -0.0069
C 2.754 0.967 -3.552 -0.2435
C 1.350 1.309 -4.043 -0.1105
C 0.635 2.036 -2.913 -0.6685
O 0.814 3.259 -2.810 -0.0246
O -0.065 1.315 -2.124 -0.1729
H 3.450 0.047 -1.825 0.0478
H 2.711 -0.966 -2.849 0.0540
H 3.384 0.633 -4.383 0.1056
H 3.209 1.878 -3.153 0.0999
H 0.818 0.394 -4.305 0.0991
H 1.407 1.969 -4.910 0.1121
C -4.170 0.408 -2.925 -0.0069
C -5.372 -0.277 -2.335 -0.2087
C -6.478 -0.560 -3.133 -0.0553
C -7.622 -1.154 -2.623 -0.0937
C -7.682 -1.481 -1.276 -0.0932
C -6.586 -1.236 -0.466 -0.0213
C -5.438 -0.643 -0.984 -0.2150
N -4.354 -0.394 -0.109 0.1381
C -3.035 -0.745 -0.351 -0.3771
N -2.940 -1.817 -1.188 0.1387
C -1.965 -2.191 -2.160 -0.2722
C -0.662 -1.692 -2.141 -0.1611
C 0.107 -2.117 -3.236 -0.1721
C -0.333 -2.991 -4.220 -0.1003
C -1.617 -3.506 -4.137 -0.0739
C -2.457 -3.112 -3.108 -0.2334
C -3.856 -3.676 -3.033 -0.0442
N -2.054 -0.155 0.249 0.0957
C -2.462 0.900 1.122 -0.2754
C -2.645 2.184 0.613 -0.0495
C -3.008 3.231 1.439 -0.0892
C -3.192 3.001 2.798 -0.0910
C -3.037 1.721 3.300 -0.0467
C -2.693 0.647 2.477 -0.2253
C -2.637 -0.744 3.048 -0.0272
H -4.477 1.059 -3.744 0.0848
H -3.444 -0.306 -3.320 0.0857
H -3.645 1.013 -2.186 0.0763
H -6.438 -0.286 -4.182 0.1123
H -8.465 -1.352 -3.272 0.0981
H -8.570 -1.939 -0.860 0.0987
H -6.600 -1.512 0.581 0.1134
H -4.529 0.136 0.729 0.1417
H -3.849 -2.202 -1.380 0.0928
H 1.121 -1.755 -3.336 0.0518
H 0.322 -3.280 -5.034 0.0933
H -1.977 -4.215 -4.874 0.0995
H -3.987 -4.450 -3.788 0.0755
H -4.626 -2.917 -3.208 0.0711
H -4.065 -4.133 -2.060 0.0847
H -2.450 2.348 -0.441 0.1146
H -3.122 4.227 1.029 0.1040
H -3.454 3.816 3.462 0.0982
H -3.186 1.534 4.358 0.1143
H -2.109 -0.751 4.003 0.0855
H -2.144 -1.430 2.366 0.0518
H -3.649 -1.119 3.232 0.0833
N 5.970 -5.836 0.981 0.1209
C 5.202 -5.013 0.742 -0.2050
C 4.242 -3.985 0.435 -0.2662
C 4.207 -2.801 1.170 -0.0516
C 3.265 -1.833 0.860 -0.1628
C 2.302 -1.968 -0.163 -0.2469
C 2.390 -3.183 -0.870 -0.1441
C 3.327 -4.171 -0.597 -0.0566
H 4.912 -2.652 1.980 0.1106
H 3.284 -0.926 1.456 0.0642
H 1.680 -3.392 -1.665 0.0704
H 3.347 -5.091 -1.169 0.1084
N 2.804 1.089 0.086 0.1828
C 3.129 2.196 0.173 -0.2266
N 3.474 3.461 0.285 -0.0756
C 4.337 3.871 1.395 -0.1410
C 5.788 3.951 0.937 -0.1765
C 5.916 4.841 -0.300 -0.2030
C 4.985 4.368 -1.417 -0.1777
C 3.548 4.295 -0.922 -0.1348
H 4.199 3.174 2.220 0.1310
H 3.983 4.853 1.724 0.1258
H 6.136 2.941 0.700 0.1194
H 6.409 4.325 1.754 0.1124
H 6.951 4.859 -0.646 0.1071
H 5.654 5.871 -0.029 0.1127
H 5.293 3.373 -1.756 0.1155
H 5.039 5.034 -2.281 0.1139
H 2.850 3.908 -1.666 0.1041
H 3.199 5.291 -0.629 0.1286


13
Properties=species:S:1:pos:R:3:lowdin_charge:R:1 method="wB97M-V/def2-TZVPD" spin_multiplicity=1 lumo_energy_ev=0.63 homo_ev=-9.04 smiles=N#CN1CCSC1
C 2.533 0.203 -0.263 -0.3149
C 0.271 -0.798 -0.119 -0.2022
C -0.793 -0.030 -0.905 -0.4193
C 0.683 1.282 0.802 -0.4374
N 3.623 0.462 -0.464 0.1562
N 1.332 0.104 0.250 -0.1688
S -0.711 1.718 -0.314 0.8172
H -0.116 -1.108 0.826 0.1197
H 0.538 -1.448 -0.869 0.1032
H -0.456 0.024 -1.887 0.0381
H -1.837 -0.391 -0.806 0.0904
H 0.079 1.148 1.819 0.1135
H 1.463 2.050 1.011 0.1042


57
Properties=species:S:1:pos:R:3:lowdin_charge:R:1 method="wB97M-V/def2-TZVPD" spin_multiplicity=5 s2=6.0242 lumo_energy_ev="-0.71 / -0.88" homo_ev="-7.42 / -7.67"
Cr -0.159 0.396 0.318 0.7341
Br 6.289 -0.323 11.764 0.7315
C 5.359 -0.310 10.116 -0.6986
C 6.080 -0.287 8.929 -0.1236
C 5.404 -0.289 7.723 -0.0242
C 4.013 -0.314 7.708 -0.2455
C 3.308 -0.325 8.900 -0.0287
C 3.976 -0.326 10.116 -0.1276
N 3.218 -0.324 6.511 0.0490
N 3.894 -0.368 5.470 0.0642
C 3.202 -0.314 4.244 -0.2147
C 4.041 -0.264 3.152 -0.0098
C 3.600 -0.162 1.831 0.0065
C 2.246 -0.101 1.566 -0.3439
O 1.735 0.025 0.377 -0.1870
C 1.340 -0.203 2.697 -0.1288
N 0.019 -0.207 2.358 0.0200
C -0.885 -0.295 3.308 -0.1147
C -0.539 -0.391 4.660 -0.0387
C 0.781 -0.398 5.020 0.0154
C 1.788 -0.300 4.028 -0.0696
H 7.160 -0.263 8.953 0.1005
H 5.944 -0.270 6.787 0.1040
H 2.226 -0.332 8.866 0.1096
H 3.430 -0.336 11.048 0.0998
H 5.103 -0.291 3.361 0.1149
H 4.302 -0.111 1.010 0.1181
H -1.923 -0.302 2.995 0.1056
H -1.318 -0.468 5.406 0.1067
H 1.069 -0.474 6.056 0.0892
N -2.132 0.195 0.131 0.1164
C -3.269 0.139 -0.008 -0.0482
C -4.695 0.087 -0.167 -0.2075
C -5.494 0.904 0.631 -0.0180
C -6.868 0.857 0.475 -0.0604
C -7.431 0.005 -0.467 -0.0600
C -6.627 -0.803 -1.260 -0.0607
C -5.251 -0.767 -1.115 -0.0188
H -5.038 1.566 1.353 0.1244
H -7.499 1.487 1.086 0.1115
H -8.506 -0.026 -0.587 0.1109
H -7.072 -1.462 -1.993 0.1114
H -4.612 -1.389 -1.726 0.1242
N 0.357 10.303 -1.146 0.1458
C 0.286 9.163 -1.013 -0.1905
C 0.196 7.736 -0.849 -0.2421
C -0.836 7.187 -0.090 -0.0321
C -0.927 5.817 0.057 -0.0286
C 0.006 4.967 -0.546 -0.2545
C 1.040 5.533 -1.300 -0.0217
C 1.136 6.903 -1.452 -0.0282
C -0.091 3.547 -0.398 -0.1527
C -0.182 2.336 -0.287 -0.1012
H -1.559 7.840 0.380 0.1167
H -1.725 5.385 0.646 0.1134
H 1.767 4.881 -1.763 0.1187
H 1.937 7.336 -2.035 0.1181


10
Properties=species:S:1:pos:R:3:lowdin_charge:R:1 method="wB97M-V/def2-TZVPD" spin_multiplicity=1 lumo_energy_ev="-0.87 / 0.41" homo_ev="-7.96 / -9.75"
C 0.319 0.641 -0.998 -0.1206
C -0.772 0.709 0.093 -0.3102
C -1.933 -0.314 0.329 0.0402
O 1.398 -0.099 -0.766 -0.0041
F -1.207 2.051 0.198 -0.0694
F -2.362 -1.048 -0.806 -0.0719
H 0.125 0.742 -2.077 0.1227
H -0.130 0.795 1.073 0.1576
H -1.694 -1.058 1.146 0.1060
H 1.495 -0.230 0.242 0.1499


18
Properties=species:S:1:pos:R:3:lowdin_charge:R:1 method="wB97M-V/def2-TZVPD" spin_multiplicity=1 lumo_energy_ev=-1.30 homo_ev=-7.97
C 2.353 -0.009 0.319 -0.0848
C 2.187 -1.364 0.140 -0.0800
C 1.298 0.939 0.039 -0.1752
C 1.042 -2.276 0.120 -0.2483
C 1.672 2.238 0.090 0.0466
C -3.829 0.336 -0.447 -0.5556
N -0.212 -2.116 0.141 -0.4452
S -2.297 1.237 -0.042 0.4189
S -1.387 -1.121 -0.092 0.7410
H 3.228 0.504 0.516 0.0788
H 3.139 -2.027 0.237 0.1186
H 0.240 0.739 -0.054 -0.0290
H 1.462 -3.360 0.118 0.1377
H 2.634 2.637 0.238 0.0490
H 0.879 2.963 0.036 0.0536
H -4.561 0.685 0.322 0.0398
H -3.669 -0.665 -0.271 -0.0845
H -4.178 0.661 -1.410 0.0186


In order of appearance, energy above the lowest of the compared OMol25 structures with the same formula, charge and spin = 67.15, 19.88, 10.84, 10.76, 47.66, 0.00, 104.17, 109.56 kcal per mole.